1.
# C5H12Si2

A structure of composition C5H12Si2 (ωB97M-V/def2-TZVPD, the OMol25 dataset).

Values from the calculation:
* energy above the lowest of the compared OMol25 structures with the same formula, charge and spin: 99.3 kcal/mol
* molecular weight: 128.32 g/mol
* LUMO energy: -0.17 eV

```
! wB97M-V def2-TZVPD RIJCOSX def2/J DEFGRID3
* xyz 0 1
Si -0.523 0.314 -0.303
Si -0.667 -1.016 1.516
C 0.983 1.626 -0.268
C -2.004 1.509 -0.270
C 1.722 -1.750 1.610
C -0.237 -0.805 -1.858
C 2.865 -2.090 1.540
H -1.211 -0.753 -2.442
H 0.612 2.590 -0.495
H 0.774 -0.602 -2.226
H 3.906 -2.448 1.309
H -1.167 -2.371 1.400
H -2.928 1.122 -0.031
H 1.795 1.665 -0.905
H -0.898 -1.026 3.078
H -1.739 2.312 0.424
H -2.254 2.062 -1.223
H -0.197 -1.853 -1.650
H 1.168 1.515 0.794
*
```

***

2.
# C5H13BBaN2O5PS2

A structure of composition C5H13BBaN2O5PS2 (ωB97M-V/def2-TZVPD, the OMol25 dataset).

Values from the calculation:
* molecular weight: 424.42 g/mol
* LUMO energy: -5.21 eV

```
! wB97M-V def2-TZVPD RIJCOSX def2/J DEFGRID3
* xyz 1 1
Ba 0.969 2.550 4.183
S 1.108 2.240 -1.905
S -0.274 0.668 3.428
P -1.620 1.297 2.033
O -0.884 -1.283 0.587
O 1.964 -0.248 -0.762
O -0.373 -0.089 -1.415
O 0.380 1.047 0.561
O -0.627 -3.079 -0.665
N -1.180 -2.715 0.273
N -2.917 -1.344 -1.956
C -2.729 -0.440 -0.842
C 4.105 -0.976 0.012
C -0.983 1.011 0.373
C 3.001 0.063 0.135
C -1.272 -0.270 -0.403
B 0.863 0.580 -0.887
H -3.863 -1.276 -2.307
H 0.254 1.906 -2.879
H -3.297 -0.688 0.073
H 4.928 -0.641 -0.621
H 3.695 -1.883 -0.435
H -1.731 2.695 2.160
H 4.528 -1.243 0.984
H -1.318 1.858 -0.264
H -3.064 0.546 -1.183
H -2.904 0.861 2.382
H 2.597 0.097 1.160
H 3.394 1.068 -0.090
H -2.748 -2.312 -1.726
*
```

***

3.
# C5H13BO

An isolated molecule of C5H13BO (ωB97M-V/def2-TZVPD, the OMol25 dataset).

Values from the calculation:
* SMILES string: CB(C)OC(C)C
* energy above the lowest of the compared OMol25 structures with the same formula, charge and spin: 15.2 kcal/mol
* molecular weight: 99.97 g/mol
* LUMO energy: 0.56 eV

```
! wB97M-V def2-TZVPD RIJCOSX def2/J DEFGRID3
* xyz 0 1
O 0.184 0.750 -0.114
C -1.149 0.493 0.176
C -1.917 1.703 -0.373
C 2.809 -0.110 -0.909
C 0.802 -2.030 -0.324
C -1.387 0.345 1.685
B 1.418 -0.608 -0.454
H -1.749 1.782 -1.443
H 3.235 0.611 -0.216
H 2.731 0.406 -1.864
H -0.009 -2.145 -1.040
H 1.518 -2.831 -0.498
H -0.949 1.192 2.207
H -2.455 0.313 1.893
H -0.928 -0.566 2.063
H -1.530 2.604 0.095
H -2.984 1.629 -0.180
H 0.352 -2.190 0.657
H -1.508 -0.417 -0.332
H 3.515 -0.931 -1.028
*
```

***

4.
# C5H13BOS

A cluster of 2 separate species, C5H13BOS in total (ωB97M-V/def2-TZVPD, the OMol25 dataset).

Values from the calculation:
* <S²>: 2.009
* molecular weight: 132.04 g/mol
* LUMO energy (alpha / beta): 0.40 / -3.79 eV

```
! wB97M-V def2-TZVPD RIJCOSX def2/J DEFGRID3
* xyz 0 3
S -3.013 -0.989 -0.492
O -3.139 1.363 1.220
C -0.614 -0.980 0.518
C -1.673 3.137 -2.221
C 1.465 -2.280 0.223
C -1.778 -2.060 0.363
C 0.711 -1.375 1.170
B -3.190 0.410 0.512
H 0.856 -3.195 -0.168
H -2.394 3.876 -1.778
H 0.469 -1.951 2.095
H -0.758 3.536 -2.019
H -1.733 2.164 -1.636
H -2.176 -2.545 1.152
H -1.560 -2.934 -0.299
H -2.095 2.990 -3.266
H 1.370 -0.537 1.447
H -0.940 -0.137 1.073
H 1.902 -1.812 -0.682
H -0.539 -0.742 -0.538
H 2.281 -2.736 0.821
*
```

***

5.
# C5H13BrN

The ion C5H13BrN with charge +1 (ωB97M-V/def2-TZVPD, the OMol25 dataset).

Values from the calculation:
* SMILES string: CC[N+](C)(C)CBr
* energy above the lowest of the compared OMol25 structures with the same formula, charge and spin: 70.3 kcal/mol
* molecular weight: 167.07 g/mol
* LUMO energy: -3.30 eV

```
! wB97M-V def2-TZVPD RIJCOSX def2/J DEFGRID3
* xyz 1 1
Br 1.926 -1.421 1.441
N 0.183 0.445 -0.017
C 0.545 1.611 0.807
C -1.212 -1.721 0.162
C -0.164 0.890 -1.342
C -0.855 -0.218 0.614
C 1.586 -0.632 -0.306
H 1.593 1.837 0.930
H -1.795 0.229 0.387
H 1.117 -1.306 -1.022
H 0.817 1.028 -1.827
H -2.004 -2.211 0.727
H -1.540 -1.554 -0.889
H -0.853 -0.281 1.679
H -0.321 -2.328 0.145
H -0.577 -0.087 -1.977
H 0.205 1.358 1.853
H -0.990 1.627 -1.275
H 0.061 2.612 0.557
H 2.277 0.125 -0.648
*
```

***

6.
# C5H13BrNS

A cluster of 2 separate species, C5H13BrNS in total (ωB97M-V/def2-TZVPD, the OMol25 dataset).

Values from the calculation:
* energy above the lowest of the compared OMol25 structures with the same formula, charge and spin: 51.9 kcal/mol
* molecular weight: 199.14 g/mol
* LUMO energy (alpha / beta): -4.58 / -3.90 eV

```
! wB97M-V def2-TZVPD RIJCOSX def2/J DEFGRID3
* xyz 1 1
Br -3.925 0.806 0.059
S -2.537 -1.940 -0.374
N 0.822 0.177 0.029
C 1.835 1.310 -0.075
C 0.666 -0.437 -1.336
C -2.847 -0.575 0.601
C -0.429 0.817 0.479
C 1.342 -0.833 0.933
H -3.164 -1.441 -1.405
H -0.196 1.567 1.333
H 0.075 -1.285 -1.167
H 1.643 -0.422 1.865
H 2.219 -1.319 0.471
H 0.522 -1.329 1.267
H 1.740 2.036 0.830
H 1.609 -0.716 -1.815
H 2.803 0.903 -0.052
H 1.669 1.943 -0.981
H -2.967 -0.743 1.636
H 0.109 0.182 -2.046
H -0.991 1.299 -0.248
*
```

***

7.
# C5H13BrSi

A cluster of 2 separate species, C5H13BrSi in total (ωB97M-V/def2-TZVPD, the OMol25 dataset).

Values from the calculation:
* energy above the lowest of the compared OMol25 structures with the same formula, charge and spin: 134.2 kcal/mol
* molecular weight: 181.15 g/mol
* LUMO energy (alpha / beta): -0.05 / -0.96 eV

```
! wB97M-V def2-TZVPD RIJCOSX def2/J DEFGRID3
* xyz 0 1
Br -3.842 0.026 -0.164
Si -1.598 -0.368 0.433
C 0.872 0.301 1.250
C 0.524 1.083 -0.992
C -0.666 2.296 1.175
C 0.789 -3.605 -1.589
C -0.197 0.998 0.444
H -0.201 -3.562 -2.143
H 0.157 2.976 1.354
H 0.169 0.383 -1.736
H 1.743 -4.060 -1.875
H -1.158 -1.414 -0.409
H 0.756 -3.316 -0.531
H -1.379 2.801 0.562
H 1.555 1.056 -0.726
H 0.599 0.195 2.296
H 1.106 -0.687 0.872
H 0.091 2.006 -1.544
H -1.112 1.956 2.100
H 1.793 0.936 1.223
*
```

***

8.
# C5H13FHfIn

A structure of composition C5H13FHfIn (ωB97M-V/def2-TZVPD, the OMol25 dataset).

Values from the calculation:
* energy above the lowest of the compared OMol25 structures with the same formula, charge and spin: 0.0 kcal/mol
* molecular weight: 385.47 g/mol
* LUMO energy: -16.63 eV

```
! wB97M-V def2-TZVPD RIJCOSX def2/J DEFGRID3
* xyz 3 1
Hf 2.239 1.201 2.279
In -2.279 -0.832 -0.660
F -2.655 -1.686 0.981
C 1.117 0.159 0.098
C -0.019 0.746 0.993
C 1.234 -1.342 0.363
C 1.049 0.556 -1.359
C -1.318 1.085 0.293
H 1.862 0.097 -1.910
H 1.817 -1.826 -0.413
H -1.277 1.876 -0.448
H 2.137 0.574 0.445
H 0.106 0.208 -1.785
H 0.253 -1.803 0.468
H -3.484 -0.067 -1.738
H 1.748 -1.556 1.311
H 0.245 1.734 1.482
H -0.231 0.009 1.782
H -1.606 -2.126 -1.707
H -2.059 1.365 1.037
H 1.120 1.629 -1.511
*
```

***

9.
# C5H13I2NOP

A structure of composition C5H13I2NOP (ωB97M-V/def2-TZVPD, the OMol25 dataset).

Values from the calculation:
* energy above the lowest of the compared OMol25 structures with the same formula, charge and spin: 41.5 kcal/mol
* molecular weight: 387.95 g/mol
* LUMO energy: -4.73 eV

```
! wB97M-V def2-TZVPD RIJCOSX def2/J DEFGRID3
* xyz 1 1
I -2.335 -2.202 -1.897
I -2.421 -1.589 1.497
P -2.513 1.328 -0.044
O 0.042 -2.581 -0.070
N 0.740 0.395 0.199
C 0.522 0.311 1.714
C 0.904 1.834 -0.134
C 1.840 -0.375 -0.292
C -0.930 -1.608 -0.306
C -0.463 -0.172 -0.508
H -2.056 1.876 -1.163
H -0.363 0.009 -1.596
H -0.411 0.807 1.799
H 2.782 0.018 0.000
H -0.101 -3.459 -0.470
H 1.537 2.312 0.659
H 1.126 1.939 -1.247
H 1.765 -1.419 0.020
H 0.559 -0.765 1.801
H -0.002 2.501 0.104
H 1.812 -0.408 -1.391
H -3.389 0.523 -0.882
H 1.355 0.724 2.208
*
```

***

10.
# C5H13N

An isolated molecule of C5H13N (ωB97M-V/def2-TZVPD, the OMol25 dataset).

Values from the calculation:
* SMILES string: CCCN(C)C
* energy above the lowest of the compared OMol25 structures with the same formula, charge and spin: 59.9 kcal/mol
* molecular weight: 87.17 g/mol
* LUMO energy: 1.08 eV

```
! wB97M-V def2-TZVPD RIJCOSX def2/J DEFGRID3
* xyz 0 1
N 0.165 -0.497 -0.568
C 0.690 0.638 0.305
C -0.046 -1.684 0.133
C -0.397 1.355 1.191
C -1.803 1.191 0.425
C 1.367 -0.802 -1.493
H -0.337 -2.533 -0.410
H -0.667 -1.651 1.108
H 0.849 -1.893 0.735
H -2.538 1.901 0.757
H 1.400 -0.054 -2.372
H -2.078 0.167 0.568
H 1.597 0.322 0.924
H 0.924 1.412 -0.627
H -1.636 1.281 -0.670
H 0.971 -1.692 -2.056
H -0.465 0.685 2.121
H 2.268 -1.104 -0.853
H -0.308 2.446 1.383
*
```

***

11.
# C5H13N

A cluster of 2 separate species, C5H13N in total (ωB97M-V/def2-TZVPD, the OMol25 dataset).

Values from the calculation:
* SMILES string: C=CC.CCN
* energy above the lowest of the compared OMol25 structures with the same formula, charge and spin: 38.5 kcal/mol
* molecular weight: 87.17 g/mol
* LUMO energy: 1.13 eV

```
! wB97M-V def2-TZVPD RIJCOSX def2/J DEFGRID3
* xyz 0 1
N 0.481 0.239 1.012
C 2.920 -0.225 0.375
C -1.833 -0.128 -0.974
C -1.864 -1.282 -0.269
C -2.248 1.179 -0.381
C 1.483 -0.137 -0.123
H 1.386 0.603 -0.918
H -1.373 -0.103 -1.954
H -2.582 -1.411 0.535
H 1.131 -1.097 -0.503
H -1.389 1.596 0.154
H 3.002 -0.894 1.232
H 3.556 -0.626 -0.413
H -2.596 1.861 -1.156
H 0.603 -0.337 1.841
H -3.044 1.039 0.354
H -1.658 -2.215 -0.774
H 3.306 0.754 0.658
H 0.720 1.184 1.303
*
```

***

12.
# C5H13N

An isolated molecule of C5H13N (ωB97M-V/def2-TZVPD, the OMol25 dataset).

Values from the calculation:
* SMILES string: CC[C@H](C)CN
* energy above the lowest of the compared OMol25 structures with the same formula, charge and spin: 24.1 kcal/mol
* molecular weight: 87.17 g/mol
* LUMO energy: 1.10 eV

```
! wB97M-V def2-TZVPD RIJCOSX def2/J DEFGRID3
* xyz 0 1
N 2.429 -0.410 -0.545
C -2.328 -0.432 0.002
C 1.532 -0.195 0.664
C 0.070 0.302 0.386
C -0.822 -0.757 -0.299
C -0.008 1.571 -0.340
H -0.538 -1.788 -0.067
H -0.655 -0.687 -1.413
H 2.113 -1.299 -1.034
H 3.370 -0.694 -0.288
H 1.443 -1.161 1.229
H -0.314 0.404 1.349
H -2.571 0.606 -0.294
H -1.048 1.992 -0.165
H 1.968 0.541 1.458
H 0.655 2.317 0.177
H 0.296 1.459 -1.399
H -2.980 -1.160 -0.576
H -2.612 -0.612 1.153
*
```

***

- molecular weight of number 2 (C5H13BBaN2O5PS2)?
  424.42 g/mol